i.
Below is 2 unconnected molecules or ions with the total composition C6H12N5, with properties calculated with ωB97M-V/def2-TZVPD.

The geometry in ORCA input format:
```
! wB97M-V def2-TZVPD RIJCOSX def2/J DEFGRID3
* xyz 1 1
C 0.6965 -2.5501 1.6465
C 0.5275 -0.5457 2.1210
C 0.3350 2.2919 -1.6126
C 0.6690 0.7925 -0.9607
C -0.7385 0.5282 -1.1899
C -1.6994 -0.1384 1.1097
N 1.3473 -1.5531 2.1718
N -0.5007 -2.2096 1.2385
N -0.6761 -0.8557 1.5155
N 1.5871 -0.1403 -1.4934
N -1.0017 1.7045 -1.6987
H 1.3005 -3.4859 1.6338
H 0.8175 0.3543 2.6562
H 0.3618 3.2261 -1.0056
H 0.9321 2.6816 -2.5221
H 0.9312 0.9777 0.1191
H -1.4595 -0.3246 -1.0703
H -2.5470 -0.5845 0.5876
H -1.8753 0.6321 1.8974
H 2.4901 0.2255 -1.2586
H 1.4774 -0.4106 -2.5012
H -1.1874 -2.7325 0.7796
H -1.7873 2.1169 -2.1635
*
```

Taken from the natural (NBO) analysis, the atomic charges in e are:
1. C 0.18
2. C 0.12
3. C -0.26
4. C -0.10
5. C 0.19
6. C -0.49
7. N -0.42
8. N -0.34
9. N -0.11
10. N -0.81
11. N -0.48
12. H 0.26
13. H 0.24
14. H 0.22
15. H 0.23
16. H 0.24
17. H 0.26
18. H 0.21
19. H 0.23
20. H 0.39
21. H 0.39
22. H 0.43
23. H 0.43

=====

ii.
Below is 2 unconnected molecules or ions with the total composition C6H12N5, with properties calculated with ωB97M-V/def2-TZVPD.

The geometry in ORCA input format:
```
! wB97M-V def2-TZVPD RIJCOSX def2/J DEFGRID3
* xyz 1 1
C 2.1129 -1.6678 0.0194
C 2.1684 0.7503 -0.0815
C -4.0175 0.3854 -0.8126
C -3.0077 -0.3020 -0.3039
C 2.6499 -0.4466 0.6965
C -1.9926 0.3036 0.6259
N 1.0298 -1.6543 -0.6430
N 1.0576 0.7015 -0.7660
N 2.8891 1.8613 -0.0971
N -0.8536 -0.4177 0.9649
N 0.3959 -0.4611 -0.7738
H 2.6429 -2.6052 0.0688
H -4.7266 -0.0593 -1.4873
H -4.1702 1.4249 -0.5711
H -2.8773 -1.3549 -0.5274
H 2.2213 -0.3960 1.7074
H 3.7359 -0.4746 0.7973
H -2.4921 0.4246 1.6091
H -1.7106 1.3237 0.3307
H 3.7742 1.9188 0.3753
H 2.5700 2.6468 -0.6426
H -1.0295 -1.4248 0.9593
H -0.3703 -0.4766 -1.4484
*
```

Taken from the natural (NBO) analysis, the atomic charges in e are:
1. C 0.16
2. C 0.49
3. C -0.33
4. C -0.25
5. C -0.57
6. C -0.36
7. N -0.25
8. N -0.35
9. N -0.71
10. N -0.37
11. N -0.04
12. H 0.23
13. H 0.22
14. H 0.20
15. H 0.20
16. H 0.29
17. H 0.26
18. H 0.29
19. H 0.23
20. H 0.42
21. H 0.43
22. H 0.34
23. H 0.44

=====

Quick one: most stable of them? ii

=====

i.
Below is a gas-phase ion, C7H11N2S (charge +1), with properties calculated with ωB97M-V/def2-TZVPD.

Calculated values
SMILES: Nc1ccccc1[C@@H]([NH3+])S

The geometry in ORCA input format:
```
! wB97M-V def2-TZVPD RIJCOSX def2/J DEFGRID3
* xyz 1 1
N 0.6805 -1.7203 -0.1888
C 0.9934 -0.2723 -0.0527
C 2.3331 0.1093 0.1212
C 2.6297 1.4822 0.1457
C 1.6129 2.4666 0.1224
C 0.2795 2.0264 -0.0870
C -0.0170 0.6475 -0.2059
C -1.6701 0.0634 -0.3191
N -1.6271 -1.0601 0.6240
S -2.9070 1.3492 0.1522
H 1.4908 -2.0858 0.3836
H 0.7924 -1.8625 -1.2404
H 3.1523 -0.4538 0.4873
H 3.6799 1.7758 0.4598
H 1.9535 3.5104 0.1476
H -0.4546 2.7430 -0.3563
H -1.8961 -0.0836 -1.4601
H -0.5873 -1.6013 0.3736
H -1.6578 -0.8313 1.6035
H -2.4025 -1.7334 0.4796
H -3.0009 2.0009 -1.0675
*
```

Taken from the natural (NBO) analysis, the atomic charges in e are:
1. N -0.83
2. C 0.08
3. C -0.26
4. C -0.16
5. C -0.19
6. C -0.19
7. C -0.06
8. C -0.20
9. N -0.77
10. S 0.01
11. H 0.42
12. H 0.43
13. H 0.24
14. H 0.24
15. H 0.25
16. H 0.23
17. H 0.27
18. H 0.45
19. H 0.43
20. H 0.43
21. H 0.17

=====

ii.
Below is a gas-phase ion, C7H11N2S (charge +1), with properties calculated with ωB97M-V/def2-TZVPD.

The geometry in ORCA input format:
```
! wB97M-V def2-TZVPD RIJCOSX def2/J DEFGRID3
* xyz 1 1
C -3.2379 1.2792 0.0941
C -4.0145 0.2176 -0.0924
C 0.4957 -0.1547 1.4700
C -0.4276 -0.8090 0.5374
C 0.9457 -0.3250 0.0751
C 1.8554 -1.3536 -0.2738
C 0.7557 0.9935 -0.7514
N -1.9520 1.0558 0.3974
N -1.7102 -0.1926 0.2798
S -3.0844 -1.1917 -0.1927
H -3.6403 2.3860 0.2474
H -5.0036 0.3358 -0.5756
H 0.2706 0.7999 1.7933
H 0.8950 -0.8369 2.1904
H -0.5622 -1.9370 0.5294
H 1.5044 -2.1065 -0.9062
H 2.2866 -1.9650 0.6177
H 2.6079 -0.7339 -0.7904
H 1.6239 1.5627 -0.9574
H 0.0135 1.5352 -0.1396
H 0.3146 0.7638 -1.7234
*
```

Taken from the natural (NBO) analysis, the atomic charges in e are:
1. C -0.07
2. C -0.40
3. C -0.39
4. C -0.11
5. C 0.01
6. C -0.63
7. C -0.61
8. N -0.10
9. N -0.15
10. S 0.75
11. H 0.28
12. H 0.31
13. H 0.24
14. H 0.24
15. H 0.24
16. H 0.23
17. H 0.23
18. H 0.25
19. H 0.24
20. H 0.22
21. H 0.21

=====

Quick one: most stable of them? i

=====

i.
Below is 10 unconnected molecules or ions with the total composition H19O10, with properties calculated with ωB97M-V/def2-TZVPD.

The geometry in ORCA input format:
```
! wB97M-V def2-TZVPD RIJCOSX def2/J DEFGRID3
* xyz -1 1
O -7.7287 -9.6153 -7.3849
H -6.9300 -9.7868 -6.8490
O -11.3351 -9.4790 -7.2223
H -11.4409 -10.3176 -6.7732
H -10.3984 -9.2910 -7.1620
O -4.0938 -13.2657 -8.2548
H -4.1213 -12.3119 -8.3302
H -4.7494 -13.4729 -7.5889
O -8.8294 -12.8991 -8.1950
H -8.6248 -11.9661 -8.1328
H -8.1661 -13.3269 -7.6535
O -4.3222 -9.7624 -8.3626
H -3.8984 -8.9043 -8.3808
H -5.2349 -9.5747 -8.1437
O -8.7632 -9.7797 -4.1165
H -8.4750 -9.9835 -5.0062
H -9.6742 -10.0718 -4.0864
O -5.9624 -10.9955 -2.5178
H -6.7871 -11.0068 -3.0034
H -5.7237 -10.0697 -2.4716
O -7.0457 -10.0709 -11.1124
H -7.6858 -9.9661 -10.4085
H -6.1979 -10.0699 -10.6680
O -6.1196 -6.7405 -5.8009
H -6.5643 -7.5356 -6.0945
H -5.9304 -6.8988 -4.8761
O -9.2060 -6.5249 -9.4922
H -9.9673 -6.9477 -9.8897
H -8.7387 -7.2357 -9.0534
*
```

Taken from the natural (NBO) analysis, the atomic charges in e are:
1. O -1.37
2. H 0.39
3. O -0.96
4. H 0.46
5. H 0.50
6. O -0.95
7. H 0.49
8. H 0.46
9. O -0.96
10. H 0.50
11. H 0.46
12. O -0.97
13. H 0.47
14. H 0.50
15. O -0.97
16. H 0.50
17. H 0.46
18. O -0.95
19. H 0.49
20. H 0.46
21. O -0.96
22. H 0.49
23. H 0.47
24. O -0.95
25. H 0.49
26. H 0.46
27. O -0.95
28. H 0.46
29. H 0.49

=====

ii.
Below is 10 unconnected molecules or ions with the total composition H19O10, with properties calculated with ωB97M-V/def2-TZVPD.

The geometry in ORCA input format:
```
! wB97M-V def2-TZVPD RIJCOSX def2/J DEFGRID3
* xyz -1 1
O -1.2195 -1.1738 -0.7412
H -1.5223 -1.5744 -1.4447
H -1.7799 1.4306 -1.5428
O -1.2734 -3.6233 -0.1739
H -0.5873 -3.8202 0.4531
H 2.3246 -3.7943 -1.0124
O -2.3539 1.9945 -0.8943
H -1.2422 -2.5213 -0.4100
H -2.3164 1.3111 -0.3008
O -0.4731 0.7507 -2.1308
H 0.5452 3.7230 1.4143
H 1.0327 -1.0402 -0.3653
O -0.2690 3.8222 1.9400
H 3.1599 3.1277 0.3025
H -0.2189 0.0883 -1.6388
O 3.4987 0.2784 2.5267
H 2.8527 1.0282 2.7377
H 2.9438 -0.3893 2.0980
O -3.6412 -0.5142 0.2587
H -2.6903 -0.7930 0.0807
H -4.2655 -0.6079 -0.4376
O 2.4637 2.7494 0.4993
H 1.8862 2.2442 -0.1226
H -1.0309 3.4009 1.5996
O 0.9281 -0.6298 0.6142
H -0.0569 -0.5135 0.6333
O 2.2501 -2.8837 -0.5793
H -0.2925 0.8148 -3.0478
H 1.3475 -2.8850 -0.3161
*
```

Taken from the natural (NBO) analysis, the atomic charges in e are:
1. O -1.20
2. H 0.43
3. H 0.48
4. O -1.07
5. H 0.44
6. H 0.46
7. O -1.00
8. H 0.49
9. H 0.46
10. O -0.95
11. H 0.50
12. H 0.48
13. O -0.98
14. H 0.45
15. H 0.50
16. O -0.97
17. H 0.48
18. H 0.49
19. O -1.03
20. H 0.52
21. H 0.46
22. O -0.96
23. H 0.51
24. H 0.49
25. O -1.00
26. H 0.51
27. O -0.95
28. H 0.48
29. H 0.48

=====

Quick one: most stable of them? i